14
Properties=species:S:1:pos:R:3 method="wB97M-V/def2-TZVPD" charge=-1 homo_energy_ev=-2.071 e_lumo_ev=3.817 multiplicity=1 largest_force_ev_per_a=5.11
C -0.6957 1.5097 -0.2213
C 0.4780 -0.5305 1.5492
C 0.6690 -0.1221 -1.5221
C 0.0234 0.6003 1.9976
C 0.4024 -1.5724 -1.8917
N -0.1670 0.5742 -0.9272
N -0.6961 1.5874 1.1328
O 1.3497 -1.3717 1.3976
O -0.2439 0.6197 3.2730
H -1.4221 2.1149 -0.6100
H 1.3618 -2.0434 -2.0785
H -0.1228 -1.4827 -2.8130
H -0.1493 -2.2187 -1.0513
H -0.7875 2.3352 1.7650